Record 1
# C26H29N7O3SSr

C26H29N7O3SSr as an isolated structure (ωB97M-V/def2-TZVPD, OMol25).

CARTESIAN COORDINATES (ANGSTROEM)
Sr1 1.07 -0.66 0.27
N1 -0.20 -1.39 -4.38
C1 0.05 -0.80 -3.14
S1 1.70 -1.00 -2.59
N2 -0.98 -0.25 -2.59
N3 -0.77 0.27 -1.31
C2 -1.69 1.10 -0.97
C3 -1.79 1.86 0.27
C4 -3.00 2.54 0.48
C5 -3.23 3.33 1.59
C6 -2.20 3.47 2.52
C7 -0.99 2.84 2.34
C8 -0.74 2.01 1.22
O1 0.40 1.41 1.11
H1 0.61 -1.40 -4.98
H2 -1.03 -1.01 -4.82
H3 -2.49 1.28 -1.69
H4 -3.78 2.43 -0.27
H5 -4.18 3.83 1.73
H6 -2.35 4.10 3.39
H7 -0.19 2.97 3.05
O2 5.33 -4.59 5.17
C9 5.69 -4.52 3.80
C10 4.77 -3.57 3.09
C11 4.95 -3.31 1.73
C12 4.08 -2.45 1.10
N4 3.08 -1.83 1.73
C13 2.90 -2.07 3.03
C14 3.72 -2.94 3.74
C15 1.77 -1.37 3.71
C16 1.84 -1.04 5.06
C17 0.77 -0.39 5.66
C18 0.82 0.02 7.11
O3 1.70 -0.77 7.89
C19 -0.32 -0.08 4.87
C20 -0.30 -0.42 3.54
N5 0.72 -1.06 2.96
H8 5.91 -5.22 5.61
H9 5.61 -5.51 3.33
H10 6.72 -4.17 3.67
H11 5.76 -3.78 1.18
H12 4.19 -2.23 0.04
H13 3.55 -3.15 4.78
H14 2.72 -1.27 5.64
H15 -0.19 0.01 7.53
H16 1.20 1.04 7.18
H17 1.34 -1.66 7.96
H18 -1.18 0.43 5.28
H19 -1.14 -0.16 2.90
N6 0.32 -3.23 0.15
C21 0.11 -3.71 -0.88
N7 -0.23 -4.22 -2.04
C22 0.83 -4.43 -3.04
C23 0.48 -5.66 -3.90
C24 -1.03 -5.79 -4.11
C25 -1.71 -4.43 -3.99
C26 -1.58 -3.90 -2.56
H20 1.77 -4.58 -2.51
H21 0.93 -3.53 -3.65
H22 0.87 -6.56 -3.42
H23 1.00 -5.56 -4.86
H24 -1.45 -6.46 -3.35
H25 -1.24 -6.24 -5.08
H26 -2.77 -4.49 -4.23
H27 -1.27 -3.71 -4.67
H28 -2.30 -4.41 -1.90
H29 -1.77 -2.82 -2.48

Calculated values
calculated total energy: -55679.8551 eV
energy above the lowest of the compared OMol25 structures with the same formula, charge and spin: 0.0 kcal/mol
max |F|: 0.5 eV Å⁻¹


Record 2
# C27H34Cl2N5O3Y

C27H34Cl2N5O3Y as an isolated structure (ωB97M-V/def2-TZVPD, OMol25).

CARTESIAN COORDINATES (ANGSTROEM)
O1 -0.65 -0.33 -2.68
C1 -0.66 -0.07 -3.91
C2 -1.04 -1.12 -4.86
C3 -0.73 -2.48 -4.62
H1 -0.18 -2.74 -3.72
C4 -1.08 -3.44 -5.56
H2 -0.79 -4.48 -5.40
C5 -1.80 -3.09 -6.71
H3 -2.07 -3.86 -7.44
C6 -2.17 -1.76 -6.92
H4 -2.74 -1.48 -7.81
C7 -1.79 -0.78 -6.01
H5 -2.05 0.27 -6.17
H6 -0.95 1.62 -5.19
C8 1.19 1.20 -4.90
C9 -0.26 1.31 -4.39
H7 1.66 2.18 -5.00
H8 1.22 0.70 -5.87
H9 1.78 0.62 -4.18
C10 -0.37 2.22 -3.24
C11 0.62 3.22 -2.89
H10 -1.23 2.13 -2.58
H11 1.04 3.69 -3.79
H12 1.47 2.82 -2.31
H13 0.15 4.01 -2.29
Y1 -0.76 -1.19 -0.70
Cl1 1.43 -2.43 -1.16
Cl2 -2.73 -2.74 -0.81
C12 1.75 0.65 0.48
O2 0.52 0.57 0.27
N1 2.29 1.25 1.55
C13 1.47 1.85 2.60
C14 3.72 1.17 1.80
H14 2.47 0.21 -0.22
H15 0.48 2.09 2.20
H16 1.97 2.76 2.94
H17 1.37 1.17 3.46
H18 4.23 0.96 0.85
H19 3.96 0.37 2.52
H20 4.07 2.12 2.21
H21 -3.31 2.93 2.07
H22 -5.67 2.14 1.41
C15 -3.04 2.91 1.01
C16 -5.33 2.13 0.37
N2 -3.88 1.94 0.30
H23 -1.99 2.64 0.89
C17 -3.36 0.87 -0.28
O3 -2.11 0.65 -0.33
H24 -5.80 1.30 -0.16
H25 -4.07 0.15 -0.73
H26 -3.22 3.91 0.59
H27 -5.61 3.07 -0.10
N3 5.61 -1.78 8.22
C18 4.73 -1.77 7.44
C19 3.65 -1.76 6.49
C20 3.93 -1.90 5.13
C21 2.88 -1.95 4.20
C22 1.56 -1.81 4.65
C23 1.28 -1.67 6.02
C24 2.33 -1.64 6.93
N4 0.51 -1.74 3.72
C25 -0.81 -1.36 3.98
C26 -1.44 -1.31 2.77
N5 -0.54 -1.64 1.77
C27 0.62 -1.91 2.37
H28 4.96 -1.98 4.78
H29 3.10 -2.06 3.13
H30 0.24 -1.58 6.36
H31 2.12 -1.52 8.00
H32 -1.18 -1.17 4.98
H33 -2.47 -1.06 2.55
H34 1.53 -2.24 1.89

Calculated values
calculated total energy: -68235.7731 eV
energy above the lowest of the compared OMol25 structures with the same formula, charge and spin: 0.0 kcal/mol
max |F|: 4.2 eV Å⁻¹


Record 3
# C17H29NO2

The molecule C17H29NO2 (ωB97M-V/def2-TZVPD, OMol25).

CARTESIAN COORDINATES (ANGSTROEM)
C1 -5.21 -0.65 -0.46
C2 -4.02 0.21 -0.85
C3 -2.68 -0.49 -0.64
C4 -2.39 -0.78 0.84
C5 -0.92 -1.08 1.11
C6 -0.42 -2.37 0.46
C7 1.09 -2.57 0.63
C8 1.89 -1.67 -0.31
C9 3.38 -1.70 -0.01
C10 4.22 -0.83 -0.95
H1 5.26 -1.15 -0.90
C11 4.19 0.67 -0.60
N1 2.90 1.28 -0.80
C12 2.17 1.78 0.23
O1 2.59 1.84 1.37
C13 0.81 2.23 -0.15
C14 -0.18 2.60 0.73
O2 -1.29 2.93 0.06
C15 -1.04 2.78 -1.26
C16 0.23 2.35 -1.45
H2 0.69 2.16 -2.40
H3 -1.83 3.00 -1.94
C17 -0.19 2.66 2.21
H4 0.79 2.38 2.58
H5 -0.94 1.98 2.61
H6 -0.44 3.67 2.54
H7 2.49 1.20 -1.71
H8 4.44 0.81 0.45
H9 4.94 1.19 -1.21
H10 3.87 -0.96 -1.98
H11 3.74 -2.73 -0.08
H12 3.54 -1.37 1.02
H13 1.52 -0.65 -0.23
H14 1.72 -2.00 -1.34
H15 1.34 -3.61 0.45
H16 1.36 -2.34 1.66
H17 -0.66 -2.37 -0.60
H18 -0.95 -3.21 0.92
H19 -0.32 -0.24 0.75
H20 -0.76 -1.15 2.19
H21 -2.99 -1.63 1.17
H22 -2.68 0.09 1.43
H23 -2.67 -1.41 -1.21
H24 -1.89 0.16 -1.03
H25 -4.04 1.14 -0.27
H26 -4.11 0.48 -1.91
H27 -5.19 -1.59 -1.01
H28 -6.15 -0.14 -0.70
H29 -5.21 -0.86 0.60

Calculated values
calculated total energy: -23685.3940 eV
energy above the lowest of the compared OMol25 structures with the same formula, charge and spin: 0.0 kcal/mol
max |F|: 1.1 eV Å⁻¹
structure (SMILES): CCCCCCCCCCCNC(=O)c1ccoc1C


Record 4
# C19H49N11O26

A 13-piece molecular cluster, C19H49N11O26 overall (ωB97M-V/def2-TZVPD, OMol25).

CARTESIAN COORDINATES (ANGSTROEM)
C1 -5.54 -4.36 1.34
N1 -4.22 -4.41 2.01
O1 -4.19 -4.17 3.21
O2 -3.21 -4.71 1.40
H1 -5.37 -4.47 0.27
H2 -5.90 -3.42 1.76
H3 -5.97 -5.27 1.74
C2 -7.32 0.97 3.07
N2 -7.04 1.37 1.61
O3 -7.82 2.19 1.12
O4 -6.01 0.85 1.09
H4 -8.39 1.14 3.18
H5 -6.62 1.54 3.69
H6 -7.00 -0.07 3.12
C3 -4.90 5.81 -3.91
N3 -6.31 6.36 -3.95
O5 -6.42 7.40 -4.58
O6 -7.26 5.68 -3.55
H7 -4.66 5.36 -2.95
H8 -4.29 6.69 -4.11
H9 -4.90 5.00 -4.65
C4 2.60 8.12 -0.94
N4 3.39 6.85 -1.17
O7 3.97 6.40 -0.22
O8 3.28 6.35 -2.28
H10 3.04 8.77 -1.70
H11 2.80 8.62 0.01
H12 1.57 7.98 -1.27
C5 3.89 -3.73 -7.01
N5 3.56 -2.32 -6.57
O9 3.63 -1.40 -7.39
O10 3.30 -2.18 -5.36
H13 4.57 -4.23 -6.32
H14 3.97 -3.61 -8.09
H15 2.91 -4.18 -6.82
C6 6.74 -2.83 -0.80
N6 7.73 -2.55 -1.85
O11 8.75 -1.93 -1.57
O12 7.52 -2.98 -2.99
H16 6.29 -1.90 -0.44
H17 7.30 -3.38 -0.04
H18 6.02 -3.47 -1.32
C7 -0.60 0.06 7.33
N7 -1.70 1.02 7.11
O13 -1.69 2.02 7.79
O14 -2.58 0.68 6.28
H19 0.13 0.47 8.03
H20 -0.09 -0.07 6.38
H21 -1.06 -0.86 7.68
C8 -0.62 9.15 5.42
N8 -1.11 8.11 4.44
O15 -2.28 8.23 4.08
O16 -0.39 7.23 4.05
H22 -0.34 8.59 6.32
H23 -1.48 9.79 5.64
H24 0.22 9.70 4.99
C9 3.89 2.41 4.45
N9 4.61 1.45 3.48
O17 5.17 1.88 2.53
O18 4.80 0.33 3.84
H25 3.86 3.38 3.95
H26 4.42 2.30 5.40
H27 2.95 1.88 4.56
C10 2.99 -4.64 5.87
N10 2.68 -5.31 7.19
O19 3.62 -5.28 8.02
O20 1.60 -5.87 7.33
H28 2.85 -3.56 5.94
H29 2.40 -5.13 5.10
H30 4.00 -4.88 5.54
C11 3.15 -8.52 -1.16
N11 3.86 -8.30 -2.44
O21 3.77 -9.22 -3.24
O22 4.46 -7.22 -2.59
H31 2.08 -8.49 -1.36
H32 3.32 -7.70 -0.46
H33 3.43 -9.48 -0.73
O23 1.07 -0.69 1.69
C12 0.78 -0.50 0.54
O24 0.60 0.63 -0.10
C13 0.63 1.83 0.59
C14 -0.47 2.67 -0.02
C15 0.89 -1.63 -0.46
H34 1.54 2.41 0.44
H35 0.42 1.75 1.65
H36 -0.70 3.52 0.62
H37 -1.32 1.99 -0.13
H38 -0.22 2.99 -1.03
H39 0.81 -2.57 0.09
H40 1.86 -1.71 -0.93
H41 0.11 -1.64 -1.22
O25 -3.14 -0.08 -6.86
C16 -2.52 -1.16 -7.06
O26 -2.88 -2.29 -6.52
C17 -3.89 -2.42 -5.54
C18 -3.53 -2.11 -4.12
C19 -1.36 -1.36 -7.97
H42 -4.19 -3.47 -5.61
H43 -4.74 -1.85 -5.91
H44 -3.12 -1.10 -4.15
H45 -2.74 -2.80 -3.82
H46 -4.32 -2.24 -3.38
H47 -0.90 -2.33 -7.76
H48 -0.61 -0.64 -7.63
H49 -1.83 -1.25 -8.94

Calculated values
calculated total energy: -90089.7625 eV
energy above the lowest of the compared OMol25 structures with the same formula, charge and spin: 57.9 kcal/mol
max |F|: 4.5 eV Å⁻¹


Record 5
# C6H6F2O4

A 2-piece molecular cluster, C6H6F2O4 overall (ωB97M-V/def2-TZVPD, OMol25).

CARTESIAN COORDINATES (ANGSTROEM)
C1 0.78 2.23 -0.01
C2 -1.94 -0.05 -1.28
C3 1.29 -1.59 0.92
C4 -0.52 1.41 0.00
C5 -0.62 0.36 -0.85
C6 -0.03 -1.49 0.95
O1 0.85 3.36 0.38
O2 -2.08 -0.56 -2.38
O3 2.09 -0.93 1.83
O4 0.41 -0.18 -1.55
F1 -0.89 -2.28 0.29
F2 -0.64 -0.73 1.90
H1 1.70 1.70 -0.34
H2 -2.81 0.13 -0.67
H3 1.86 -2.40 0.37
H4 -1.21 1.93 0.58
H5 1.78 -0.08 2.05
H6 0.00 -0.84 -2.21

Calculated values
calculated total energy: -19940.8121 eV
energy above the lowest of the compared OMol25 structures with the same formula, charge and spin: 2.8 kcal/mol
max |F|: 3.6 eV Å⁻¹
structure (SMILES): O=C/C=C(\O)C=O.OC=C(F)F


Record 6
# C24H27ClIInO2P2

C24H27ClIInO2P2 as an isolated structure (ωB97M-V/def2-TZVPD, OMol25).

CARTESIAN COORDINATES (ANGSTROEM)
C1 -0.37 -1.80 -1.19
C2 0.80 -1.03 -1.79
H1 -0.25 -2.88 -1.43
H2 -1.34 -1.48 -1.60
H3 -0.42 -1.73 -0.08
O1 1.97 -1.30 -1.51
I1 1.50 1.69 -0.55
In1 -1.78 0.94 0.89
P1 0.39 0.32 -3.04
C3 1.97 0.89 -3.63
C4 -0.41 -0.78 -4.19
H4 -1.71 1.34 -2.08
H5 -1.11 2.21 -3.59
H6 -0.34 2.42 -2.00
C5 -0.82 1.67 -2.66
H7 -1.37 -1.09 -3.78
H8 -0.57 -0.29 -5.15
H9 1.95 1.14 -4.69
H10 2.73 0.12 -3.44
H11 0.21 -1.66 -4.34
H12 2.32 1.80 -3.12
C6 3.54 -0.24 1.12
O2 4.51 -0.33 0.53
Cl1 -3.92 1.34 -0.19
C7 2.14 2.56 5.59
C8 2.69 1.92 4.47
C9 1.89 1.06 3.72
C10 0.55 0.80 4.08
C11 0.02 1.46 5.20
C12 0.80 2.36 5.93
P2 -0.44 -0.33 3.01
C13 0.43 -1.88 3.52
C14 1.22 -2.59 2.59
C15 1.87 -3.78 2.97
C16 1.76 -4.23 4.30
C17 0.99 -3.53 5.23
C18 0.36 -2.34 4.85
C19 -2.07 -0.46 3.81
C20 -2.69 -1.72 3.96
C21 -4.07 -1.83 4.09
C22 -4.87 -0.69 4.11
C23 -4.29 0.58 3.94
C24 -2.90 0.69 3.78
H13 2.76 3.24 6.18
H14 3.75 2.08 4.23
H15 2.32 0.59 2.84
H16 -1.00 1.28 5.51
H17 0.38 2.89 6.78
H18 1.35 -2.21 1.58
H19 2.53 -4.30 2.25
H20 2.30 -5.14 4.60
H21 0.90 -3.90 6.26
H22 -0.23 -1.81 5.59
H23 -2.08 -2.62 3.86
H24 -4.54 -2.82 4.11
H25 -5.95 -0.76 4.22
H26 -4.90 1.50 3.94
H27 -2.47 1.71 3.63

Calculated values
calculated total energy: -73778.9731 eV
energy above the lowest of the compared OMol25 structures with the same formula, charge and spin: 34.0 kcal/mol
max |F|: 3.0 eV Å⁻¹
charge: +2


Record 7
# C5H12O2

A 2-piece molecular cluster, C5H12O2 overall (ωB97M-V/def2-TZVPD, OMol25).

CARTESIAN COORDINATES (ANGSTROEM)
C1 -1.67 0.19 -1.12
C2 -0.37 0.68 -0.51
C3 -0.32 0.55 1.01
O1 -0.85 -0.72 1.35
C4 1.18 0.61 1.26
C5 1.67 -0.28 0.13
O2 0.82 0.02 -0.97
H1 -1.69 0.30 -2.21
H2 -1.88 -0.85 -0.85
H3 -2.48 0.81 -0.70
H4 -0.26 1.75 -0.77
H5 -0.19 -2.27 -2.11
H6 -0.89 1.36 1.49
H7 -0.57 -0.93 2.25
H8 1.47 0.29 2.26
H9 1.53 1.64 1.10
H10 1.58 -1.34 0.40
H11 2.71 -0.09 -0.15
H12 0.22 -1.70 -1.86

Calculated values
calculated total energy: -9473.2311 eV
energy above the lowest of the compared OMol25 structures with the same formula, charge and spin: 43.9 kcal/mol
max |F|: 0.3 eV Å⁻¹
structure (SMILES): C[C@@H]1OCC[C@@H]1O.[H][H]